Record 1
C5H13NO | ωB97M-V with the def2-TZVPD basis set

Properties
2S+1: 1
M, g/mol: 103.2
Charge: 0
E, Ha: -328.2045
HOMO-LUMO gap, Eh: 0.352
LUMO, Ha: 0.038

```
20
Properties=species:S:1:pos:R:3:forces:R:3:lowdin_charge:R:1
C -0.5567 -0.7624 -0.6424 -3.8511 3.4238 -2.3265 -0.328
C -0.3856 -0.1563 0.7652 -0.5534 -2.5574 0.6639 -0.223
C 0.7997 0.6674 0.9024 1.3782 3.2797 0.7174 -0.131
C 0.8744 1.8914 1.5650 0.9661 -2.4832 -1.5931 -0.137
C 1.9452 2.9801 1.4547 0.8838 -2.7727 1.8578 -0.105
N 0.0171 -1.9696 -1.1227 -0.1803 1.1274 -0.8085 0.028
H -1.6473 -0.5960 -1.0628 1.4165 -1.1253 1.4579 0.141
H -0.2097 0.0373 -1.2410 1.1541 0.6349 -1.2737 0.084
H -1.2724 0.2168 1.2810 -0.0115 -0.0400 -0.4418 0.121
H -0.1654 -1.1424 1.1152 0.2182 -0.7114 2.0902 0.092
H 1.6363 0.2290 0.3411 0.0346 0.8364 -0.1427 0.111
H 0.1976 1.9854 2.3713 -1.4079 0.6125 0.3105 0.073
H 2.8303 2.4739 1.0574 0.0144 0.4226 -0.5456 0.064
H 1.6306 3.7928 0.8506 -0.1731 0.8405 -0.3430 0.051
H 2.2983 3.2530 2.4878 -0.6856 0.3347 -0.9643 0.082
H -0.0271 -2.7168 -0.5147 -0.3326 -1.8970 1.6399 0.043
H 0.9684 -1.8248 -1.3510 1.0441 0.0085 -0.3262 0.061
H -2.3551 -2.8572 -2.3812 5.1476 -1.4242 1.0677 -0.066
H -3.3916 -2.9305 -3.3877 -0.1014 0.6184 1.1635 0.069
O -3.1867 -2.5711 -2.4883 -4.9606 0.8719 -2.2036 -0.029
```
Forces are in eV/Å.

***

Record 2
C3H7N | ωB97M-V with the def2-TZVPD basis set

Properties
2S+1: 1
M, g/mol: 57.1
Charge: 0
E, Ha: -173.0654
HOMO-LUMO gap, Eh: 0.291
LUMO, Ha: -0.008

```
11
Properties=species:S:1:pos:R:3:forces:R:3:lowdin_charge:R:1
C -0.0903 1.5067 0.2405 -0.8205 1.0786 -0.0577 0.000
C -0.4989 0.1943 0.7166 2.9055 -3.0570 -0.0679 -0.422
N -0.2327 -0.9719 0.1555 -0.2591 0.3273 0.5009 -0.044
C 0.7427 -0.9929 -0.9093 -0.6592 0.0736 -0.7271 -0.168
H -1.4201 0.9941 0.4392 0.2233 2.0338 0.5146 0.179
H 0.6302 2.0700 0.8417 -1.1872 0.3050 0.8816 0.068
H -0.6122 0.0641 1.8015 -0.6484 0.4268 -0.1287 0.115
H -0.4164 2.1162 -0.6007 0.5421 -1.2250 -0.8422 0.062
H 0.5398 -0.2816 -1.7075 0.0996 -0.0603 -0.2277 0.061
H 0.7591 -1.9923 -1.3304 0.0331 -0.0931 -0.1727 0.060
H 1.7633 -0.7900 -0.5433 -0.2290 0.1904 0.3270 0.089
```
Forces are in eV/Å.

***

Record 3
C3H6N2 | ωB97M-V with the def2-TZVPD basis set

Properties
2S+1: 1
M, g/mol: 70.1
Charge: 0
E, Ha: -227.2510
HOMO-LUMO gap, Eh: 0.356
LUMO, Ha: 0.045

```
11
Properties=species:S:1:pos:R:3:forces:R:3:lowdin_charge:R:1
C -0.3593 -0.8453 -0.9360 -1.3860 1.3416 2.4011 -0.106
C 0.2362 -1.2656 0.4280 1.3042 4.4534 -2.8459 -0.026
C -0.0954 0.4026 -0.1089 0.5689 -4.1720 0.6648 -0.424
N -0.5165 1.4682 0.7593 -2.6057 -0.1956 -0.9456 0.015
N 0.6964 1.5533 -0.0619 2.3285 -0.0717 1.0572 0.008
H 0.3035 -1.1031 -1.7163 0.3894 0.2605 -1.0592 0.082
H -1.4278 -1.0454 -1.1033 0.6090 -0.2178 -0.0870 0.103
H -0.3104 -1.3320 1.2920 -1.3093 -0.7188 1.7711 0.038
H 1.3286 -1.2234 0.4636 -0.4257 -0.7530 0.0920 0.076
H -1.2866 2.0320 0.2962 1.3349 -0.5949 0.4488 0.112
H 1.4312 1.3587 0.6875 -0.8082 0.6683 -1.4973 0.123
```
Forces are in eV/Å.

***

Record 4
C25H31N3O5S | ωB97M-V with the def2-TZVPD basis set

Properties
2S+1: 1
M, g/mol: 485.6
Charge: 0
E, Ha: -1909.9572
HOMO-LUMO gap, Eh: 0.329
LUMO, Ha: 0.020

```
65
Properties=species:S:1:pos:R:3:forces:R:3:lowdin_charge:R:1
C 0.8025 3.4770 -2.2861 -0.1338 0.1984 -0.0402 -0.084
H 0.8038 3.8826 -3.3024 -0.0245 -0.0226 0.0381 0.098
O 1.7073 2.4054 -2.1570 0.1824 -0.2775 -0.1448 -0.111
C 1.5128 1.2952 -2.9385 0.0277 -0.1568 -0.1203 -0.208
C 0.4797 1.1736 -3.8596 0.0055 0.3038 0.1632 -0.015
C 0.3742 0.0439 -4.6504 0.1089 -0.1187 -0.0370 -0.090
C 1.2875 -0.9841 -4.5209 -0.0713 -0.0415 -0.1552 -0.104
C 2.2992 -0.8790 -3.5824 -0.0120 0.1734 0.0818 -0.035
C 2.4341 0.2488 -2.7899 0.0193 0.0578 0.1381 -0.132
C 3.5890 0.3368 -1.8193 -0.0796 -0.0389 -0.0192 -0.110
N 3.2528 0.9008 -0.5298 0.3235 0.1075 -0.1813 0.073
C 2.5563 0.2054 0.3926 0.2864 0.5652 0.4803 -0.456
O 2.2781 -0.9711 0.2716 -0.1378 -0.4178 -0.1418 0.078
C 2.1654 1.0401 1.6151 -0.2711 -0.3706 -0.0612 -0.217
C 0.9290 1.8708 1.2412 0.1225 0.1274 0.2441 -0.109
C 0.3621 2.5864 2.4709 -0.1154 0.2687 -0.5870 -0.176
N 0.0929 1.6831 3.5584 -0.9547 -0.2776 0.2810 -0.234
S -1.4513 1.0700 3.6759 0.0990 0.2456 0.0856 0.677
O -2.3384 2.1961 3.6381 0.0503 -0.0335 -0.3564 -0.284
O -1.4674 0.2071 4.8207 0.2080 -0.2516 -0.2088 -0.282
C -1.7073 0.1039 2.1910 0.0150 0.4172 0.6480 -0.273
C -2.2995 0.6969 1.0934 -0.0925 0.0241 0.0679 -0.060
C -2.3447 0.0369 -0.1281 -0.0359 0.1261 -0.0864 0.029
C -1.7477 -1.2106 -0.2115 0.0183 0.2967 0.4297 -0.127
C -1.1602 -1.8102 0.9102 -0.1039 0.1269 -0.0746 -0.137
C -1.1561 -1.1679 2.1255 -0.1447 -0.1198 -0.1235 -0.013
H -0.7466 -1.6165 3.0167 0.1285 -0.1190 0.0659 0.128
C -0.5291 -3.1039 0.5014 0.2114 0.0605 -0.1200 -0.055
H -0.6962 -3.9118 1.2111 -0.0212 -0.0722 -0.0231 0.126
H 0.5478 -2.9439 0.3960 0.0015 -0.0320 0.0088 0.118
C -1.1934 -3.3776 -0.8579 -0.1245 -0.6810 0.0220 -0.293
N -1.6320 -2.0550 -1.3163 0.1558 0.1161 0.1492 0.056
C -1.8604 -1.6826 -2.6083 0.0416 -0.2262 -0.3200 -0.459
O -2.2418 -0.5686 -2.9037 -0.1434 0.2093 -0.0846 0.063
C -1.5878 -2.7376 -3.6567 -0.0503 0.1687 -0.0416 0.012
H -2.1682 -3.6384 -3.4808 -0.0104 -0.1223 0.0271 0.073
H -1.8537 -2.3258 -4.6260 -0.0069 0.0288 0.0259 0.088
H -0.5301 -2.9905 -3.6595 0.0657 -0.0851 -0.0060 0.073
C -2.4048 -4.2958 -0.6799 0.2227 0.0905 -0.1267 -0.028
H -2.0785 -5.2831 -0.3633 0.0038 -0.1210 0.0591 0.084
H -2.9688 -4.3991 -1.6030 -0.0648 -0.0250 -0.0732 0.067
H -3.0668 -3.8839 0.0787 -0.0828 0.0320 0.1024 0.092
H -0.4905 -3.8093 -1.5725 -0.0448 0.0791 0.0797 0.140
H -2.8053 0.4859 -0.9913 -0.0152 0.0122 -0.0043 0.106
H -2.7266 1.6802 1.2106 -0.0792 0.1231 -0.0605 0.115
C 1.2158 0.8722 3.9571 0.3202 -0.5532 0.1576 -0.178
C 1.8545 0.1152 2.7921 0.0539 0.2172 0.0078 -0.121
H 2.7738 -0.3634 3.1342 -0.0201 -0.0782 0.0052 0.129
H 1.1869 -0.6668 2.4331 0.1400 0.0116 0.0476 0.090
H 1.9578 1.5360 4.4185 -0.0881 -0.0228 0.0342 0.130
H 0.8466 0.1829 4.7165 0.2575 0.0322 0.0521 0.114
H 1.0805 3.3371 2.8232 -0.0952 0.0016 0.0033 0.133
H -0.5780 3.0872 2.2373 0.1572 0.1897 -0.0879 0.116
H 0.1749 1.2063 0.8174 0.0212 0.0237 -0.0811 0.110
H 1.1889 2.6110 0.4832 -0.0424 0.0164 -0.0755 0.106
H 2.9896 1.7133 1.8760 0.0094 -0.0021 -0.0313 0.151
H 3.2714 1.9054 -0.4630 -0.0614 -0.1240 0.1026 0.134
H 4.3860 0.9504 -2.2505 -0.0135 -0.0864 0.0797 0.135
H 3.9735 -0.6713 -1.6430 0.0338 0.1383 -0.1128 0.124
H 3.0095 -1.6845 -3.4648 0.0895 -0.0880 0.0494 0.114
H 1.2182 -1.8615 -5.1464 -0.0209 -0.0834 -0.0524 0.101
H -0.4317 -0.0229 -5.3640 -0.1034 -0.0152 -0.0474 0.109
H -0.2543 1.9537 -3.9727 -0.0736 0.1031 0.0222 0.107
H 1.1517 4.2459 -1.5972 -0.0630 -0.0274 -0.0517 0.093
H -0.2137 3.1791 -2.0114 0.0217 -0.0016 -0.0223 0.099
```
Forces are in eV/Å.

***

Record 5
C5H13N2O | ωB97M-V with the def2-TZVPD basis set

Properties
2S+1: 2
M, g/mol: 117.2
Charge: 0
E, Ha: -382.6650
HOMO-LUMO gap (alpha / beta), Eh: 0.316 / 0.272
LUMO (alpha / beta), Ha: -0.011 / -0.055

```
21
Properties=species:S:1:pos:R:3:forces:R:3:lowdin_charge:R:1
C 0.4990 1.8169 0.6545 -0.1839 -1.1190 -2.9330 -0.225
N -0.5011 1.2864 1.5663 -3.0981 -1.4149 -4.7728 0.046
C -1.7041 0.8923 0.7023 -2.0682 0.4252 -2.2013 -0.266
N -2.0702 0.3784 -0.6090 -0.6262 -0.4092 4.9983 -0.025
C 0.5054 0.8527 -0.6742 -1.4256 -0.1085 0.2346 -0.175
C 0.7517 -0.6451 -0.2983 -0.3513 0.3640 0.3599 -0.272
C 1.9246 -1.3415 -0.9735 1.0586 0.3952 0.2561 -0.312
O 1.8391 -1.3951 -2.3874 0.4829 0.0099 2.2537 0.012
H 0.2760 2.8622 0.3730 -0.2921 -0.4737 0.0524 0.117
H 1.3712 1.8491 1.2079 2.2913 -0.0854 0.8220 0.065
H -0.7644 0.1355 0.9220 1.7998 0.0604 2.2754 0.107
H -1.7182 -1.8219 1.0573 -0.4669 0.3100 0.1492 0.035
H -2.5031 1.1011 1.3417 -1.4473 -1.0233 1.2935 0.088
H -1.2481 -2.3682 0.9793 0.3509 -0.5166 0.0064 0.064
H -2.8463 -0.3759 -0.3684 1.0231 2.4798 -0.5645 0.090
H 1.1296 1.0255 -1.5639 -0.0708 0.9078 0.5962 0.099
H -0.6937 0.8086 -0.9966 3.8810 0.5209 -0.2953 0.059
H 0.8937 -0.6382 0.8383 -0.2214 -0.9090 -1.4191 0.127
H -0.1203 -1.2410 -0.6762 0.3436 0.5002 0.9668 0.088
H 2.1015 -2.3507 -0.5008 -0.3415 0.4080 -0.8821 0.130
H 2.8776 -0.8313 -0.5943 -0.6378 -0.3218 -1.1964 0.149
```
Forces are in eV/Å.

***

Record 6
C5H5N | ωB97M-V with the def2-TZVPD basis set

Properties
2S+1: 1
M, g/mol: 79.1
Charge: 0
E, Ha: -247.9876
HOMO-LUMO gap, Eh: 0.288
LUMO, Ha: -0.014

```
11
Properties=species:S:1:pos:R:3:forces:R:3:lowdin_charge:R:1
C -0.2860 -1.1376 0.1414 1.6005 0.3579 0.5787 -0.184
C 0.3323 0.0725 0.2834 -2.7599 1.2023 -1.0084 -0.104
C -1.5521 -0.8684 -0.3316 -0.4007 -1.9870 -0.5230 -0.058
C -1.3722 1.3529 -0.0255 1.8257 -1.5171 1.0159 0.159
C 1.6637 0.5501 -0.0660 0.9375 -3.1171 1.3614 -0.091
N -2.1379 0.3070 0.0997 -0.5288 0.0470 -0.0403 -0.185
H 0.1582 -2.1494 0.0723 -0.2226 0.8078 0.0192 0.108
H 2.1783 -0.1373 -0.7140 -0.1826 0.0837 -1.5501 0.080
H 1.7889 1.5472 -0.2616 0.0542 2.3381 -0.7422 0.046
H 2.3751 0.2888 0.7269 -0.4078 0.4677 0.9879 0.096
H -3.1484 0.1741 0.0749 0.0846 1.3167 -0.0992 0.131
```
Forces are in eV/Å.